Here is a 14-piece molecular cluster, C53H93ClO21P2S overall from OMol25. Energies are from ωB97M-V/def2-TZVPD.

The LUMO energy comes out at -1.49 eV. For the HOMO energy, the calculation gives -8.319 eV. The calculation puts the total energy at -5196.5575 hartree. The value obtained for the orbital gap is 0.2511 hartree. As for the total charge: 0.

Structure (XYZ):
```
171
Properties=species:S:1:pos:R:3:forces:R:3:mulliken_charge:R:1
C 2.406823 -2.372140 -2.100785 -0.33 -0.73 -0.24 -1.0546
C 1.007222 -2.048375 -2.610714 -0.09 0.34 0.33 -0.5671
C 0.377103 -0.773180 -2.017940 0.58 -0.21 -0.16 0.2918
C 0.364338 -0.805545 -0.501353 0.36 -0.63 -0.13 -0.6928
O -0.044348 0.418985 0.165005 -0.35 -0.15 -0.62 -0.4375
C -0.795992 1.262034 -0.582002 -0.10 0.08 -0.14 -0.8546
C -0.170586 2.404643 -1.101411 0.45 -0.32 -0.05 0.4635
P 1.560208 2.855144 -0.771736 -0.31 2.01 0.64 1.3829
O 1.602254 4.314039 -0.581733 -0.18 0.05 -0.26 -0.6282
O 2.473770 2.409721 -2.000907 -0.45 -0.85 0.26 -0.6331
O 2.102463 2.152149 0.536152 0.13 -0.65 -0.36 -0.4417
C -0.853622 3.319337 -1.902165 -0.33 -0.15 0.03 -0.6109
C -2.180531 3.100666 -2.230622 0.45 -0.38 0.34 -1.2791
C -2.803970 1.976370 -1.702520 -0.11 0.13 -0.03 0.1985
C -2.161212 1.059651 -0.865205 -0.25 0.24 -0.15 0.4766
C -2.962185 -0.091941 -0.348554 0.04 -0.10 0.24 0.6171
O -2.451631 -1.021930 0.221466 0.51 -0.17 0.06 -0.6321
C -4.460243 -0.115779 -0.512226 0.10 -0.09 -0.79 -0.3085
P -5.439929 -1.342788 0.415354 -0.64 0.17 2.04 0.7752
O -4.533800 -2.621798 0.740663 -0.14 -0.08 -0.81 -0.2591
O -6.611944 -1.898854 -0.525412 0.78 0.11 -0.63 -0.4632
S -6.070860 -0.580117 2.047457 0.08 0.13 -0.31 -0.4199
C -5.021168 0.779142 -1.332813 -0.49 -0.09 0.28 1.0353
Cl -6.708569 0.925523 -1.611895 0.01 -0.08 0.09 -0.0804
C -4.222795 1.768678 -2.089544 0.46 -0.04 0.24 0.1103
O -4.708975 2.373905 -3.003394 -0.39 0.46 -0.67 -0.6468
H 3.152495 -1.633993 -2.387246 -0.04 0.27 0.18 0.3139
H 2.713949 -3.312094 -2.562259 0.14 -0.04 -0.05 0.3927
H 2.388943 -2.571071 -1.033924 0.28 0.27 -0.02 0.1617
H 1.044809 -1.940723 -3.693937 -0.14 0.05 -0.13 0.3938
H 0.314191 -2.864050 -2.400638 0.14 -0.25 0.04 0.3583
H 1.006484 0.059970 -2.340917 -0.23 0.24 -0.15 -0.2247
H -0.620083 -0.703467 -2.447845 -0.13 0.39 0.03 0.1089
H 1.377404 -0.986487 -0.163723 0.11 0.17 0.23 0.5756
H -0.219220 -1.657995 -0.166511 -0.28 0.19 0.24 0.1583
H 1.908856 2.060907 -2.703510 0.26 -0.09 -0.13 0.4056
H 1.966826 2.789157 1.253118 0.22 0.03 0.10 0.3165
H -0.354311 4.204851 -2.266238 0.17 0.04 0.07 0.5382
H -2.714262 3.780628 -2.871656 -0.17 0.01 -0.05 0.5574
H -4.343726 -3.121521 -0.067067 0.22 -0.09 0.12 0.1323
H -6.289237 -2.044989 -1.433452 -0.26 -0.19 -0.08 0.3438
C -4.713729 -2.468455 -5.902512 0.12 -0.23 0.20 -1.2190
C -5.482338 -2.254517 -4.624246 -0.06 -0.01 0.01 0.9158
O -5.243871 -2.897201 -3.622328 0.05 0.09 0.17 -0.5275
C -6.560778 -1.205086 -4.627679 0.07 -0.10 0.26 -0.9291
H -3.970979 -3.248837 -5.753627 0.00 0.00 0.01 0.3223
H -5.393354 -2.771645 -6.699998 0.00 0.14 -0.06 0.3438
H -4.208128 -1.545965 -6.191383 -0.11 0.04 -0.10 0.3270
H -7.331331 -1.440222 -5.363026 0.08 0.08 -0.10 0.4280
H -6.127164 -0.228316 -4.850273 -0.09 0.02 -0.12 0.2939
H -7.007327 -1.175573 -3.636750 -0.10 0.09 -0.05 0.0872
C 0.578015 -5.519446 1.028030 0.04 0.32 -0.16 -1.0533
C 1.623914 -4.471302 1.307362 -0.04 0.01 0.02 0.7484
O 1.601427 -3.396576 0.742799 -0.06 -0.11 0.16 -0.5012
C 2.689874 -4.813502 2.312061 -0.08 0.29 -0.05 -1.1824
H -0.120521 -5.143805 0.283886 -0.01 -0.01 0.00 0.1974
H 1.046634 -6.426737 0.645837 -0.04 -0.09 0.15 0.3789
H 0.028816 -5.755070 1.939062 0.07 -0.17 0.01 0.3772
H 3.252216 -5.683842 1.979227 -0.03 -0.07 0.10 0.3000
H 2.230735 -5.021876 3.280807 0.00 -0.15 -0.03 0.4228
H 3.375415 -3.977038 2.416221 0.04 -0.03 -0.02 0.2537
C 3.475867 8.101270 2.365939 -0.10 -0.11 0.29 -1.0899
C 3.346165 6.677263 1.880287 -0.06 -0.07 -0.03 0.7305
O 3.005579 5.785784 2.627563 0.02 0.01 0.02 -0.5943
C 3.660314 6.420621 0.431464 0.16 -0.30 0.18 -0.0753
H 3.223719 8.148611 3.423789 0.02 -0.01 0.00 0.2733
H 4.501014 8.448913 2.231089 -0.05 0.10 -0.14 0.3079
H 2.794144 8.746137 1.808418 0.13 0.05 -0.11 0.3621
H 4.694410 6.699875 0.220017 -0.11 0.30 -0.04 -0.2481
H 2.988108 6.994640 -0.206962 0.10 0.07 -0.05 0.3730
H 3.522202 5.365879 0.220073 -0.10 0.01 -0.05 -0.0394
C 6.944805 -6.102236 3.745748 -0.23 0.12 0.00 -1.1056
C 6.647783 -6.142511 2.264170 0.03 0.02 -0.07 0.8089
O 5.655323 -5.617365 1.810920 0.09 -0.03 0.04 -0.5129
C 7.638625 -6.863424 1.390126 -0.10 0.39 -0.01 -0.9836
H 6.156578 -5.556054 4.259704 0.00 0.00 -0.01 0.2731
H 6.992681 -7.116686 4.144295 0.15 0.00 0.00 0.3191
H 7.897437 -5.600649 3.921908 0.07 -0.13 0.02 0.3328
H 7.713400 -7.904858 1.690173 0.12 -0.02 0.03 0.2609
H 8.618098 -6.385806 1.473362 0.03 -0.09 0.12 0.4046
H 7.309465 -6.822203 0.357383 -0.02 -0.05 -0.02 0.2217
C -5.188165 3.333451 5.496735 -0.01 -0.23 0.23 -0.9766
C -6.114413 2.732754 4.469263 -0.05 -0.03 -0.13 0.8398
O -6.838737 1.798963 4.729666 0.03 0.01 0.12 -0.5860
C -6.085657 3.347978 3.095288 -0.11 -0.19 -0.05 -0.7923
H -5.292799 2.801489 6.440841 -0.04 -0.01 -0.01 0.3034
H -4.159457 3.237402 5.145265 0.00 0.17 -0.05 0.0947
H -5.424232 4.387027 5.656181 0.10 0.04 -0.11 0.3542
H -5.080426 3.260753 2.677133 0.04 0.12 0.06 0.2056
H -6.366963 4.401454 3.148793 0.12 0.04 -0.03 0.4158
H -6.787066 2.830987 2.447824 -0.03 0.01 -0.03 0.1806
C 3.632545 12.457377 4.167629 0.22 -0.07 -0.04 -1.1344
C 3.719584 11.232375 5.047220 0.03 -0.04 0.00 0.8911
O 4.741266 10.594951 5.140409 0.01 0.00 0.00 -0.5426
C 2.473044 10.839333 5.803863 0.15 -0.17 0.06 -1.1696
H 4.593107 12.622932 3.685493 0.01 -0.02 0.01 0.2975
H 2.870563 12.313937 3.399915 -0.10 0.09 0.08 0.3062
H 3.381256 13.333066 4.768111 -0.15 -0.01 -0.05 0.3582
H 1.661827 10.626998 5.105616 -0.06 0.14 0.03 0.3121
H 2.171686 11.645475 6.474621 -0.11 0.04 -0.10 0.4072
H 2.675298 9.947175 6.391761 0.01 0.00 -0.01 0.2873
C -7.420632 4.684665 -1.806043 0.16 -0.19 0.14 -0.6007
C -8.145371 4.843378 -0.492489 -0.02 0.03 0.03 0.6913
O -7.886447 4.142680 0.457874 0.01 -0.03 0.02 -0.5197
C -9.205272 5.914839 -0.428266 0.07 -0.25 0.50 -1.0409
H -6.687363 3.885006 -1.723406 -0.03 0.02 -0.01 -0.1829
H -8.133309 4.433469 -2.593134 0.02 0.17 -0.08 0.3260
H -6.907613 5.613218 -2.061210 -0.14 0.04 -0.13 0.3992
H -9.982319 5.714848 -1.160870 0.06 0.14 -0.15 0.2297
H -8.765533 6.890041 -0.631644 -0.09 0.01 -0.21 0.3431
H -9.645176 5.921788 0.568167 0.04 -0.03 0.01 0.3373
C 7.292171 5.861325 -1.242305 -0.19 0.09 0.14 -0.8920
C 7.348259 7.369004 -1.315343 0.01 0.02 -0.01 0.9083
O 6.540145 8.067037 -0.748454 0.03 -0.05 0.01 -0.5346
C 8.466836 7.968413 -2.133986 -0.11 0.20 0.07 -1.2195
H 6.449105 5.554688 -0.628697 0.00 -0.01 0.00 0.1426
H 7.171300 5.443425 -2.242810 0.14 -0.04 -0.01 0.3076
H 8.211382 5.475089 -0.799338 0.05 -0.04 -0.13 0.3208
H 8.392762 7.634135 -3.169939 0.11 -0.10 0.02 0.3189
H 9.432293 7.665430 -1.726081 0.02 -0.10 -0.11 0.3225
H 8.394522 9.053077 -2.105283 -0.01 0.00 0.01 0.3215
C -3.564651 -6.303022 -0.519648 0.22 -0.13 -0.06 -0.5241
C -3.031414 -6.743969 0.824569 -0.03 0.02 -0.03 0.9153
O -1.924677 -7.217893 0.928334 -0.03 -0.07 0.04 -0.5455
C -3.939405 -6.562799 2.015164 0.21 -0.06 0.09 -1.1251
H -2.814825 -6.487002 -1.285489 0.02 -0.01 0.01 0.3112
H -4.469292 -6.860111 -0.766736 -0.10 0.13 0.03 0.4198
H -3.792658 -5.237680 -0.500673 -0.16 -0.01 0.02 -0.2992
H -4.858908 -7.133146 1.874737 -0.08 0.13 -0.04 0.3539
H -4.187122 -5.506762 2.141600 -0.13 -0.02 -0.07 0.2481
H -3.435497 -6.917790 2.910987 0.01 -0.01 -0.01 0.3221
C 6.529307 -10.816193 -1.798269 -0.09 0.28 -0.02 -1.0488
C 7.200520 -10.449322 -0.499016 -0.06 0.02 0.00 0.7373
O 7.074120 -9.345468 -0.013928 0.00 -0.27 -0.12 -0.4736
C 8.032809 -11.515709 0.160968 0.25 0.24 0.24 -0.7177
H 5.963592 -9.962797 -2.166615 -0.01 0.00 0.03 0.3253
H 7.281721 -11.095943 -2.535766 -0.01 -0.18 0.04 0.2328
H 5.848524 -11.654489 -1.642626 0.10 -0.10 -0.06 0.3109
H 8.842774 -11.820563 -0.511028 -0.39 0.01 0.26 0.0652
H 7.414298 -12.384160 0.394186 0.06 -0.08 -0.14 0.3351
H 8.452587 -11.121223 1.085423 -0.05 0.01 0.01 0.2688
C 10.177914 -14.885323 -2.506935 -0.21 0.07 0.14 -1.1135
C 10.173917 -13.397172 -2.747668 -0.01 0.03 -0.01 0.8090
O 9.321273 -12.682182 -2.268144 0.16 -0.20 -0.36 -0.5352
C 11.276866 -12.838432 -3.610151 -0.13 0.22 0.06 -1.1441
H 9.335131 -15.152856 -1.873849 0.00 0.01 0.00 0.2813
H 10.092785 -15.417121 -3.455579 0.15 -0.03 0.00 0.3422
H 11.103463 -15.180501 -2.010607 0.06 -0.05 -0.13 0.3351
H 11.236420 -13.286514 -4.603936 0.12 -0.09 0.03 0.3454
H 12.247476 -13.050034 -3.159245 0.02 -0.12 -0.10 0.3304
H 11.155801 -11.761604 -3.701542 -0.01 0.00 0.01 0.2854
C -0.418747 2.202774 4.428214 -0.19 0.23 0.00 -1.2362
C -1.591748 1.659579 3.646687 0.04 -0.07 -0.06 0.8123
O -2.576494 2.331659 3.436751 -0.03 0.12 -0.02 -0.5345
C -1.484331 0.245499 3.144007 -0.22 0.05 0.00 -0.2813
H -0.625395 3.227106 4.730411 0.00 0.00 -0.01 0.3364
H -0.250412 1.595882 5.319025 0.12 -0.08 -0.07 0.3534
H 0.480116 2.189510 3.809853 0.06 -0.13 0.07 0.2448
H -1.359958 -0.428405 3.994023 0.10 -0.05 -0.05 0.5572
H -0.636713 0.135337 2.467243 0.09 -0.02 0.11 -0.0838
H -2.393372 -0.015241 2.607498 -0.03 -0.05 0.07 -0.1293
C -11.814428 8.540414 -4.277899 0.23 -0.08 -0.05 -1.1691
C -11.381875 7.984011 -2.942779 0.01 0.01 -0.01 0.8430
O -10.291809 7.484700 -2.787172 -0.08 0.11 -0.17 -0.4909
C -12.374533 8.079702 -1.808567 0.20 -0.11 0.10 -1.0144
H -11.012960 8.409002 -5.000994 0.01 -0.01 0.01 0.3019
H -12.702765 8.015211 -4.632040 -0.09 0.11 0.04 0.3281
H -12.038574 9.604064 -4.184781 -0.15 -0.03 0.00 0.3312
H -13.285706 7.535766 -2.061988 -0.07 0.13 -0.03 0.3243
H -12.621411 9.124558 -1.615094 -0.13 -0.01 -0.07 0.3389
H -11.941915 7.646373 -0.909582 0.01 0.00 0.00 0.2129
```
Forces are in eV/Å.